# 1
{
  "formula": "C31H41NOP2SiSn",
  "method": "wB97M-V/def2-TZVPD",
  "lumo_energy_ev": -0.494,
  "total_charge": 0,
  "homo_lumo_gap_ev": 5.064,
  "spin_multiplicity": 1,
  "homo_ev": -5.5575,
  "symbols": ["Sn", "Si", "P", "N", "H", "C", "H", "H", "H", "C", "H", "H", "H", "C", "H", "H", "H", "C", "H", "H", "H", "H", "H", "C", "C", "C", "C", "C", "C", "H", "H", "H", "H", "H", "C", "O", "C", "H", "H", "H", "C", "H", "H", "H", "C", "C", "C", "C", "C", "C", "P", "C", "C", "C", "C", "C", "C", "C", "C", "C", "C", "C", "C", "H", "H", "H", "H", "H", "H", "H", "H", "H", "H", "H", "H", "H", "H", "H"],
  "xyz": [[-0.46, -0.07, 0.08], [-2.41, -1.59, -0.79], [0.46, -2.51, 0.66], [1.13, 0.16, -0.92], [-1.67, 0.53, 0.85], [1.99, -2.28, 1.58], [2.47, -3.25, 1.71], [1.77, -1.84, 2.55], [2.63, -1.58, 1.03], [-0.46, -3.71, 1.68], [0.18, -4.60, 1.82], [-1.40, -3.98, 1.18], [-0.67, -3.26, 2.67], [1.03, -3.53, -0.78], [1.52, -4.43, -0.36], [1.76, -2.92, -1.36], [0.16, -3.80, -1.41], [-3.89, -1.66, 0.37], [-3.94, -0.77, 1.02], [-3.84, -2.57, 0.99], [-4.80, -1.73, -0.26], [-2.90, -1.03, -2.06], [-2.01, -3.00, -1.03], [1.67, 0.02, -2.10], [3.56, 0.49, -3.72], [2.98, 0.53, -2.45], [0.99, -0.67, -3.23], [1.53, -0.74, -4.54], [2.81, -0.16, -4.77], [4.54, 0.93, -3.90], [3.51, 1.00, -1.57], [0.02, -1.12, -2.98], [0.95, -1.24, -5.32], [3.27, -0.17, -5.73], [-0.32, 0.57, 2.82], [0.76, 0.16, 2.25], [-0.49, 2.00, 3.33], [-1.50, 2.26, 3.68], [-0.26, 2.80, 2.62], [0.18, 2.10, 4.27], [-1.12, -0.46, 3.63], [-0.42, -1.11, 4.22], [-1.75, -1.15, 3.04], [-1.79, 0.09, 4.31], [-3.64, 4.40, 2.51], [-4.14, 3.31, 1.78], [-3.43, 2.78, 0.71], [-2.16, 3.32, 0.37], [-1.67, 4.42, 1.08], [-2.40, 4.96, 2.14], [-1.22, 2.48, -0.92], [-2.23, 2.80, -2.42], [-2.26, 1.85, -3.47], [-3.02, 2.14, -4.60], [-3.71, 3.34, -4.68], [-3.68, 4.29, -3.65], [-2.94, 4.01, -2.50], [0.37, 3.30, -1.15], [0.73, 3.85, -2.41], [2.00, 4.36, -2.61], [2.97, 4.38, -1.57], [2.60, 3.81, -0.33], [1.35, 3.25, -0.13], [-4.18, 4.79, 3.36], [-5.12, 2.87, 2.06], [-3.82, 1.93, 0.13], [-0.72, 4.86, 0.79], [-2.00, 5.81, 2.70], [-1.69, 0.91, -3.35], [-3.04, 1.42, -5.42], [-4.28, 3.56, -5.57], [-4.21, 5.23, -3.71], [-2.91, 4.74, -1.66], [0.00, 3.84, -3.19], [2.27, 4.78, -3.60], [3.94, 4.81, -1.73], [3.34, 3.82, 0.49], [1.13, 2.73, 0.79]]
}

# 2
{
  "formula": "C31H42AuF3N10S",
  "method": "wB97M-V/def2-TZVPD",
  "lumo_energy_ev": -5.464,
  "total_charge": 2,
  "homo_lumo_gap_ev": 7.278,
  "spin_multiplicity": 1,
  "homo_ev": -12.7426,
  "symbols": ["Au", "C", "N", "C", "C", "N", "C", "C", "C", "C", "C", "C", "C", "C", "C", "N", "C", "N", "C", "C", "N", "C", "C", "C", "N", "C", "C", "H", "H", "H", "H", "H", "H", "H", "H", "H", "H", "H", "H", "H", "H", "H", "H", "H", "H", "H", "H", "H", "H", "H", "H", "H", "H", "H", "H", "H", "H", "F", "C", "F", "F", "N", "C", "N", "C", "C", "C", "C", "C", "C", "H", "H", "H", "H", "H", "H", "S", "C", "N", "C", "C", "N", "H", "H", "H", "H", "H", "H"],
  "xyz": [[-0.27, 0.88, 0.79], [4.85, 0.20, -1.08], [3.59, -0.29, -0.53], [3.65, -1.64, -0.01], [2.52, 0.52, -0.41], [1.70, 0.45, 0.65], [2.14, -0.05, 1.91], [3.27, 0.45, 2.48], [3.69, 0.02, 3.76], [2.93, -0.87, 4.45], [1.73, -1.38, 3.91], [0.94, -2.28, 4.67], [-0.23, -2.77, 4.18], [-0.65, -2.41, 2.88], [0.11, -1.58, 2.09], [-0.37, -1.26, 0.77], [-0.79, -2.22, -0.04], [-0.38, -3.52, 0.01], [-1.26, -4.60, -0.42], [0.83, -4.01, 0.66], [-1.70, -1.95, -1.01], [-2.79, -1.02, -0.80], [-1.49, -2.37, -2.39], [1.32, -1.00, 2.60], [2.33, 1.38, -1.43], [2.54, 0.97, -2.81], [1.82, 2.74, -1.27], [5.64, 0.04, -0.34], [4.78, 1.26, -1.29], [5.12, -0.34, -1.99], [4.13, -2.28, -0.75], [2.64, -2.00, 0.15], [4.20, -1.70, 0.93], [3.84, 1.21, 1.96], [4.60, 0.42, 4.18], [3.23, -1.19, 5.44], [1.28, -2.55, 5.66], [-0.85, -3.43, 4.77], [-1.58, -2.79, 2.49], [-2.25, -4.23, -0.65], [-1.33, -5.33, 0.39], [-0.85, -5.11, -1.29], [1.51, -3.21, 0.90], [1.32, -4.71, -0.02], [0.58, -4.53, 1.59], [-2.98, -0.91, 0.26], [-3.68, -1.44, -1.27], [-2.60, -0.05, -1.26], [-0.70, -3.12, -2.45], [-1.22, -1.51, -3.00], [-2.41, -2.80, -2.79], [2.84, -0.07, -2.85], [3.31, 1.58, -3.29], [1.60, 1.09, -3.35], [2.05, 3.11, -0.29], [0.75, 2.80, -1.48], [2.34, 3.37, -2.00], [1.30, 3.05, 1.75], [0.02, 2.79, 1.46], [-0.42, 3.74, 0.63], [-0.66, 2.91, 2.61], [-4.26, 2.08, 0.68], [-3.01, 1.99, 0.22], [-2.24, 1.32, 1.06], [-3.03, 0.98, 2.16], [-2.71, 0.34, 3.35], [-3.74, 0.16, 4.26], [-5.04, 0.62, 3.99], [-5.36, 1.28, 2.82], [-4.32, 1.45, 1.91], [-5.01, 2.56, 0.21], [-2.68, 2.39, -0.73], [-1.70, 0.01, 3.57], [-3.53, -0.32, 5.20], [-5.81, 0.46, 4.74], [-6.35, 1.65, 2.64], [-1.37, 1.55, -2.90], [-0.87, 2.40, -4.27], [-0.51, 1.84, -5.43], [-0.19, 2.82, -6.46], [-0.47, 4.16, -5.74], [-0.74, 3.72, -4.37], [-0.61, 0.85, -5.58], [-0.82, 2.69, -7.34], [0.85, 2.73, -6.77], [-1.33, 4.68, -6.16], [0.39, 4.83, -5.78], [-1.10, 4.33, -3.65]]
}

# 3
{
  "formula": "C31H42Br2InN4O4SSi4",
  "method": "wB97M-V/def2-TZVPD",
  "lumo_energy_ev": [-0.633, -0.634],
  "total_charge": 0,
  "homo_lumo_gap_ev": [4.425, 7.179],
  "spin_multiplicity": 2,
  "homo_ev": [-5.0583, -7.8131],
  "symbols": ["In", "Br", "C", "C", "C", "N", "C", "C", "C", "C", "C", "Br", "C", "C", "N", "H", "H", "H", "H", "H", "H", "O", "S", "O", "N", "C", "O", "C", "C", "C", "C", "C", "C", "H", "H", "H", "H", "O", "N", "C", "C", "C", "C", "C", "H", "H", "H", "H", "H", "C", "Si", "C", "C", "Si", "Si", "C", "C", "C", "Si", "C", "C", "C", "H", "H", "H", "H", "H", "H", "H", "H", "H", "H", "H", "H", "H", "H", "H", "H", "H", "H", "H", "H", "H", "H", "H", "H", "H", "H", "H"],
  "xyz": [[0.23, 0.13, 0.28], [7.44, -1.45, -0.05], [5.60, -1.08, -0.09], [5.15, 0.22, -0.19], [3.78, 0.42, -0.20], [2.90, -0.58, -0.13], [3.34, -1.82, -0.04], [4.69, -2.13, -0.01], [2.28, -2.89, 0.03], [2.60, -4.24, -0.01], [1.56, -5.16, 0.04], [1.96, -7.00, -0.02], [0.26, -4.74, 0.12], [0.03, -3.37, 0.16], [1.02, -2.47, 0.11], [5.84, 1.05, -0.25], [3.35, 1.42, -0.26], [5.05, -3.14, 0.08], [3.62, -4.58, -0.10], [-0.57, -5.44, 0.16], [-0.97, -2.95, 0.20], [-5.35, 1.57, 0.14], [-5.88, 0.73, -1.17], [-7.34, 0.76, -1.07], [-2.98, 0.81, -0.94], [-2.85, -0.61, -0.61], [-1.67, -1.10, -0.38], [-4.02, -1.39, -0.56], [-3.86, -2.80, -0.34], [-4.93, -3.65, -0.23], [-6.24, -3.17, -0.33], [-6.44, -1.82, -0.57], [-5.38, -0.93, -0.69], [-2.85, -3.17, -0.25], [-4.75, -4.71, -0.07], [-7.08, -3.84, -0.24], [-7.44, -1.42, -0.67], [1.29, 2.72, 0.08], [1.79, 3.91, -0.02], [2.10, 4.42, -1.23], [2.64, 5.69, -1.35], [2.86, 6.45, -0.22], [2.53, 5.92, 1.02], [2.00, 4.64, 1.10], [1.88, 3.77, -2.06], [2.87, 6.06, -2.33], [3.28, 7.45, -0.29], [2.67, 6.47, 1.93], [1.71, 4.15, 2.01], [-3.45, -0.33, -3.62], [-2.82, 1.13, -2.66], [-3.77, 2.67, -3.14], [-1.01, 1.32, -3.12], [-3.65, 1.71, 0.40], [-3.58, 0.75, 2.56], [-3.82, -1.09, 2.67], [-5.04, 1.57, 3.39], [-2.04, 1.16, 3.55], [-3.01, 3.99, 0.34], [-4.53, 5.07, 0.51], [-1.95, 4.59, -1.07], [-1.95, 4.25, 1.87], [-3.33, -0.13, -4.69], [-4.50, -0.54, -3.43], [-2.88, -1.23, -3.39], [-4.55, 2.40, -3.86], [-3.13, 3.42, -3.60], [-4.28, 3.13, -2.29], [-0.84, 1.01, -4.16], [-0.40, 0.67, -2.48], [-0.66, 2.35, -3.01], [-4.72, -1.42, 2.16], [-3.90, -1.35, 3.73], [-2.97, -1.64, 2.24], [-5.94, 1.48, 2.77], [-4.87, 2.63, 3.58], [-5.24, 1.08, 4.35], [-1.13, 0.88, 3.02], [-2.06, 0.60, 4.49], [-1.97, 2.22, 3.79], [-5.15, 5.02, -0.38], [-4.26, 6.11, 0.70], [-5.15, 4.72, 1.35], [-2.49, 4.67, -2.02], [-1.11, 3.91, -1.20], [-1.57, 5.58, -0.82], [-2.51, 4.09, 2.79], [-1.55, 5.27, 1.90], [-1.10, 3.55, 1.87]]
}

# 4
{
  "formula": "C31H42BrHfN3P2",
  "method": "wB97M-V/def2-TZVPD",
  "lumo_energy_ev": [-15.122, -15.120],
  "total_charge": 4,
  "homo_lumo_gap_ev": [3.379, 3.380],
  "spin_multiplicity": 1,
  "homo_ev": [-18.5007, -18.5007],
  "symbols": ["C", "C", "C", "C", "N", "C", "C", "C", "C", "C", "C", "C", "C", "C", "Hf", "P", "H", "H", "H", "H", "H", "H", "H", "H", "C", "C", "H", "H", "H", "H", "H", "C", "C", "H", "H", "H", "H", "H", "C", "C", "H", "H", "H", "H", "H", "Br", "P", "C", "C", "H", "H", "H", "H", "H", "C", "C", "H", "H", "H", "H", "H", "C", "C", "H", "H", "H", "H", "H", "N", "C", "C", "C", "C", "C", "N", "C", "H", "H", "H", "H"],
  "xyz": [[1.73, -3.44, 4.30], [2.23, -2.35, 3.54], [3.65, -2.37, 3.39], [4.47, -3.31, 4.05], [3.94, -4.26, 4.82], [2.62, -4.34, 4.95], [1.51, -1.17, 3.05], [1.44, 0.02, 2.74], [0.88, 1.18, 2.26], [0.62, 1.22, 0.75], [0.01, 2.49, 0.27], [-0.94, 2.84, 1.22], [-0.70, 3.06, 2.57], [0.34, 2.25, 3.05], [-1.68, 1.21, 0.02], [-0.08, -1.08, -0.33], [4.09, -1.60, 2.78], [0.67, -3.60, 4.42], [5.56, -3.29, 3.87], [2.25, -5.22, 5.56], [0.70, 2.39, 4.08], [1.54, 0.94, 0.20], [-1.17, 3.87, 3.12], [-0.16, 2.70, -0.82], [-0.21, -1.73, -2.06], [0.64, -2.95, -2.36], [0.06, -0.88, -2.71], [-1.28, -1.93, -2.19], [0.50, -3.25, -3.41], [1.71, -2.75, -2.23], [0.36, -3.82, -1.74], [1.80, -1.26, -0.12], [2.38, -2.64, 0.17], [2.06, -0.63, 0.74], [2.28, -0.80, -1.01], [3.46, -2.60, 0.00], [2.24, -2.93, 1.21], [1.98, -3.43, -0.46], [-0.63, -2.38, 0.87], [-0.62, -3.81, 0.34], [-1.64, -2.09, 1.18], [0.03, -2.25, 1.73], [-1.11, -4.46, 1.07], [-1.17, -3.91, -0.60], [0.39, -4.20, 0.21], [-3.06, 3.67, 0.33], [1.65, 2.02, -2.33], [2.60, 0.72, -3.25], [3.01, 1.10, -4.66], [1.94, -0.16, -3.25], [3.48, 0.50, -2.62], [3.45, 0.21, -5.10], [2.15, 1.37, -5.27], [3.76, 1.89, -4.68], [0.83, 3.14, -3.55], [1.42, 4.53, -3.72], [-0.21, 3.23, -3.19], [0.77, 2.63, -4.52], [0.70, 5.16, -4.25], [1.63, 5.02, -2.76], [2.34, 4.53, -4.32], [2.89, 2.97, -1.40], [4.22, 3.21, -2.07], [3.06, 2.41, -0.47], [2.43, 3.91, -1.09], [4.86, 3.76, -1.38], [4.74, 2.28, -2.30], [4.16, 3.82, -2.98], [-5.90, -3.25, -1.19], [-5.56, -2.26, -0.68], [-5.24, -1.02, 0.00], [-6.27, -0.18, 0.40], [-5.98, 0.98, 1.07], [-4.63, 1.27, 1.34], [-3.67, 0.53, 0.79], [-3.89, -0.67, 0.18], [-7.31, -0.48, 0.22], [-6.69, 1.69, 1.42], [-4.35, 2.13, 1.93], [-3.03, -1.34, -0.07]]
}

# 5
{
  "formula": "C31H42BrN2O5",
  "method": "wB97M-V/def2-TZVPD",
  "lumo_energy_ev": [-1.127, -1.127],
  "total_charge": 0,
  "homo_lumo_gap_ev": [7.127, 7.846],
  "spin_multiplicity": 2,
  "homo_ev": [-8.2543, -8.9728],
  "symbols": ["C", "C", "O", "C", "N", "C", "C", "O", "C", "C", "C", "C", "Br", "C", "C", "C", "C", "N", "O", "C", "C", "C", "C", "H", "H", "H", "H", "H", "H", "H", "H", "H", "H", "H", "H", "H", "H", "H", "H", "H", "H", "H", "H", "H", "H", "H", "H", "H", "H", "H", "H", "H", "H", "H", "H", "H", "H", "C", "C", "C", "C", "C", "C", "C", "O", "C", "C", "C", "C", "C", "C", "C", "O", "H", "H", "H", "H", "H", "H", "H", "H"],
  "xyz": [[-3.09, 4.44, 4.03], [-4.42, 3.91, 3.57], [-5.47, 4.75, 4.10], [-4.68, 2.44, 3.95], [-5.15, 1.66, 2.79], [-4.51, 0.36, 2.64], [-3.08, 0.47, 2.19], [-3.06, 0.56, 0.78], [-1.84, 0.22, 0.13], [-1.54, -1.27, 0.27], [-2.56, -2.20, -0.41], [-1.95, -2.89, -1.62], [-3.21, -3.55, 0.83], [-2.04, 0.64, -1.34], [-0.83, 1.23, -2.06], [-1.33, 1.75, -3.41], [0.27, 0.19, -2.37], [-0.21, 2.39, -1.31], [-0.32, 3.54, -1.86], [-0.50, 2.42, 0.14], [0.76, 3.05, 0.84], [-1.71, 3.30, 0.46], [-0.61, 0.99, 0.65], [-3.11, 4.78, 5.05], [-2.29, 3.71, 3.88], [-2.83, 5.30, 3.42], [-4.46, 3.97, 2.49], [-6.13, 4.83, 3.40], [-5.42, 2.42, 4.75], [-3.76, 2.00, 4.34], [-6.15, 1.52, 2.92], [-4.54, -0.24, 3.56], [-5.07, -0.21, 1.91], [-2.64, 1.36, 2.64], [-2.54, -0.39, 2.58], [-0.55, -1.51, -0.10], [-1.51, -1.55, 1.32], [-3.40, -1.63, -0.76], [-2.59, -3.68, -2.01], [-0.99, -3.31, -1.38], [-1.78, -2.17, -2.41], [-2.42, -0.17, -1.95], [-2.82, 1.40, -1.33], [-2.15, 2.44, -3.30], [-1.71, 0.88, -3.94], [-0.52, 2.15, -4.01], [0.28, -0.65, -1.70], [1.25, 0.65, -2.40], [0.07, -0.21, -3.36], [1.54, 3.17, 0.10], [1.16, 2.36, 1.57], [0.55, 4.00, 1.29], [-1.42, 4.32, 0.63], [-2.24, 2.96, 1.33], [-2.40, 3.33, -0.37], [-0.51, 0.98, 1.73], [0.25, 0.46, 0.26], [6.03, -0.19, -3.68], [7.29, -0.64, -3.29], [7.40, -1.72, -2.43], [6.26, -2.35, -1.95], [5.00, -1.88, -2.33], [4.89, -0.81, -3.20], [3.76, -2.51, -1.79], [2.66, -2.11, -2.13], [3.90, -3.64, -0.83], [2.76, -4.21, -0.28], [2.87, -5.27, 0.60], [4.13, -5.77, 0.94], [5.27, -5.20, 0.40], [5.16, -4.13, -0.48], [6.40, -3.52, -1.04], [7.49, -3.95, -0.75], [5.95, 0.65, -4.36], [8.18, -0.15, -3.65], [8.38, -2.08, -2.12], [3.91, -0.46, -3.50], [1.79, -3.82, -0.55], [1.98, -5.71, 1.03], [4.21, -6.60, 1.63], [6.24, -5.58, 0.66]]
}